(1)
Density functional theory data (ωB97M-V/def2-TZVPD) for a structure of composition C8H16F8Li3N4O20S10.

The geometry in XYZ format:
```
69
C8H16F8Li3N4O20S10 (ωB97M-V/def2-TZVPD)
Li 0.363 1.588 1.674
Li -3.749 -0.416 0.239
Li 1.708 2.399 -0.175
N 0.689 0.674 -0.049
S -0.650 0.384 -1.031
O -1.853 -0.177 -0.376
O -0.448 0.036 -2.427
F -0.933 1.955 -1.151
S 1.111 -0.809 -0.010
O 2.102 -1.208 -0.968
O 0.237 -1.770 0.608
F 2.000 -0.536 1.304
N -1.188 1.212 2.629
S -1.519 0.568 4.136
O -2.432 -0.590 4.187
O -1.521 1.475 5.293
F -0.108 -0.213 4.291
S -2.597 1.660 2.448
O -3.145 2.714 3.251
O -3.513 0.701 1.812
F -2.137 2.571 1.192
N 5.575 1.311 -2.127
S 3.947 1.691 -2.529
O 2.977 2.012 -1.507
O 3.446 1.088 -3.800
F 4.298 3.175 -3.083
S 5.074 -0.067 -1.762
O 4.753 -1.034 -2.734
O 4.561 -0.195 -0.413
F 6.601 -0.574 -1.402
N -4.500 -3.486 0.076
S -3.787 -3.352 1.368
O -3.183 -2.032 1.429
O -3.176 -4.462 2.046
F -5.151 -3.186 2.184
S -3.132 -4.161 -0.739
O -3.328 -5.557 -1.077
O -1.779 -3.595 -0.561
F -3.438 -3.356 -2.086
C -1.084 3.323 -5.124
C -1.890 2.012 -5.188
C -3.393 2.242 -5.179
S -3.681 3.755 -6.156
O -4.804 4.475 -5.524
O -3.688 3.435 -7.547
C -2.014 4.494 -5.679
H -0.232 3.214 -5.795
H -0.760 3.555 -4.110
H -1.676 1.405 -4.308
H -1.502 1.371 -5.980
H -3.534 2.501 -4.130
H -4.114 1.473 -5.456
H -2.115 5.183 -4.840
H -1.604 4.988 -6.560
C 2.354 -2.961 3.696
C 1.775 -2.775 5.062
C 2.382 -1.561 5.778
S 4.124 -1.764 5.446
O 4.749 -2.762 6.353
O 4.756 -0.417 5.389
C 3.823 -2.455 3.749
H 1.899 -2.257 2.999
H 2.346 -3.995 3.351
H 2.070 -3.670 5.609
H 0.690 -2.714 5.153
H 2.211 -1.435 6.847
H 2.074 -0.630 5.303
H 4.758 -2.950 3.487
H 3.903 -1.522 3.191
```

Output
Frontier orbital gap ... 6.69 eV
Energy ... -186169.0065 eV
Net charge ... -1

Löwdin atomic charge list, values in e, 2 entries: Li 0.70; Li 0.75

(2)
Density functional theory data (ωB97M-V/def2-TZVPD) for the ion C8H16FIP with charge +1.

The geometry in XYZ format:
```
27
C8H16FIP (ωB97M-V/def2-TZVPD)
C -1.936 -0.209 0.214
C -1.126 -0.488 -1.069
C -1.079 -0.572 1.408
C 0.331 0.013 -0.909
C -1.485 0.100 2.705
C 1.439 0.091 -3.202
C 1.385 -0.697 -1.859
C 1.454 1.211 1.780
F 1.768 -1.361 1.185
P 0.592 -0.168 0.847
I 0.541 3.142 1.655
H -2.012 0.954 0.307
H -2.854 -0.724 0.118
H -1.178 -1.520 -1.421
H -1.784 -0.052 -1.900
H -1.061 -1.702 1.620
H 0.251 1.073 -0.955
H -1.043 -0.423 3.503
H -2.524 -0.117 2.945
H -1.312 1.115 2.855
H 0.566 -0.274 -3.682
H 2.300 -0.080 -3.759
H 1.525 1.217 -2.886
H 2.347 -0.844 -1.407
H 0.973 -1.688 -2.030
H 1.536 0.936 2.751
H 2.385 1.067 1.188
```

Output
Frontier orbital gap ... 9.75 eV
Energy ... -28655.5990 eV
Net charge ... +1

Löwdin atomic charge list, values in e, 2 entries: C -0.19; C -0.20

(3)
Density functional theory data (ωB97M-V/def2-TZVPD) for a structure of composition C8H16FKO6.

The geometry in XYZ format:
```
32
C8H16FKO6 (ωB97M-V/def2-TZVPD)
K 3.086 5.335 1.048
F 1.331 3.148 3.417
C -1.306 2.768 -0.379
C -0.424 1.825 -1.177
O -0.888 1.788 -2.493
C -0.316 2.623 -3.392
O 0.668 3.392 -3.097
O -0.846 2.385 -4.650
C -0.280 3.071 -5.709
H -1.441 2.406 0.640
H -2.260 2.882 -0.895
H -0.814 3.731 -0.245
H -0.462 0.760 -0.947
H 0.559 2.258 -0.993
H 0.591 2.675 -6.230
H 0.038 4.054 -5.361
H -1.037 3.205 -6.481
C 0.150 -4.611 0.573
C 1.216 -4.510 1.680
O 0.656 -4.109 2.941
C 0.676 -2.834 3.230
O 1.359 -1.913 2.633
O -0.230 -2.672 4.149
C -0.675 -1.320 4.364
H 0.484 -4.983 -0.396
H -0.486 -3.726 0.550
H -0.575 -5.378 0.846
H 1.959 -3.856 1.224
H 1.738 -5.465 1.724
H -1.397 -0.937 3.643
H 0.176 -0.651 4.494
H -1.250 -1.341 5.290
```

Output
Frontier orbital gap ... 5.67 eV
Energy ... -39880.2657 eV

Löwdin atomic charge list, values in e, 2 entries: K 0.90; F -0.90

(4)
Density functional theory data (ωB97M-V/def2-TZVPD) for a structure of composition C8H16InO5.

The geometry in XYZ format:
```
30
C8H16InO5 (ωB97M-V/def2-TZVPD)
In -1.005 -1.421 -0.567
C -4.190 -2.118 -4.394
C -3.915 -2.979 -3.105
O -2.842 -2.701 -2.342
H -5.240 -1.833 -4.356
H -4.134 -2.838 -5.213
H -3.485 -1.317 -4.583
H -3.610 -3.952 -3.547
H -4.861 -3.093 -2.572
C 3.378 -1.627 -2.444
C 3.160 -1.258 -0.986
O 1.831 -1.078 -0.701
H 3.195 -2.676 -2.670
H 4.438 -1.483 -2.678
H 2.823 -0.973 -3.114
H 3.669 -0.320 -0.695
H 3.540 -2.033 -0.305
C -0.420 3.685 4.067
C 0.629 3.121 3.108
C 1.667 2.264 3.809
O 1.602 1.038 3.068
C 0.569 1.021 2.228
O 0.207 0.094 1.576
O -0.069 2.223 2.257
H -1.034 4.500 3.679
H 0.042 4.246 4.890
H -1.012 2.876 4.488
H 1.099 3.906 2.511
H 1.305 2.034 4.811
H 2.663 2.692 3.779
```

Output
Frontier orbital gap ... 2.75 eV
Energy ... -23952.9234 eV
Net charge ... +1

Löwdin atomic charge list, values in e, 2 entries: In 1.21; C -0.04

(5)
Density functional theory data (ωB97M-V/def2-TZVPD) for a cluster of 2 separate species, C8H16N2 in total.

The geometry in XYZ format:
```
26
C8H16N2 (ωB97M-V/def2-TZVPD)
C -2.605 -0.601 1.484
C -1.547 1.123 -1.391
C -2.559 -0.015 0.104
C -2.822 -0.634 -1.086
N -1.663 1.031 -0.083
N -2.176 0.125 -2.024
H -0.840 1.722 -1.946
H -2.378 0.091 -3.027
H -3.473 -1.436 -1.385
H -1.631 -0.890 1.862
H -3.328 -1.422 1.481
H -2.983 0.095 2.213
C 1.666 0.242 0.235
C 2.677 1.313 0.592
C 2.073 -0.504 -1.090
C 1.377 -0.780 1.319
H 0.772 0.826 0.009
H 3.024 1.873 -0.288
H 3.672 0.958 0.904
H 3.151 -0.455 -1.222
H 1.704 -1.511 -0.916
H 1.567 -0.049 -1.937
H 1.601 -0.357 2.306
H 0.360 -1.160 1.329
H 2.044 -1.645 1.255
H 2.318 2.060 1.302
```

Output
Frontier orbital gap (spin up / spin down) ... 2.41 / 8.45 eV
Energy ... -11534.1740 eV
2S+1 ... 2
Net charge ... -1
<S²> ... 0.7503

Löwdin atomic charge list, values in e, 2 entries: C -0.09; C -0.38

(6)
Density functional theory data (ωB97M-V/def2-TZVPD) for a cluster of 2 separate species, C8H16N2 in total.

The geometry in XYZ format:
```
26
C8H16N2 (ωB97M-V/def2-TZVPD)
C -3.747 1.639 2.512
C -1.508 -1.187 2.712
C -3.056 0.285 2.396
C -3.575 -0.888 1.941
N -1.797 0.077 2.876
N -2.651 -1.851 2.242
H -0.528 -1.624 2.798
H -2.728 -2.776 1.882
H -4.333 -1.111 1.205
H -3.481 1.967 3.500
H -4.827 1.551 2.402
H -3.529 2.238 1.623
C 2.350 0.397 -2.103
C 1.703 -0.206 -0.843
C 3.697 1.123 -1.786
C 2.536 -0.680 -3.183
H 1.719 1.150 -2.570
H 0.666 -0.319 -1.213
H 1.705 0.439 0.023
H 4.411 0.579 -1.171
H 4.124 1.401 -2.749
H 3.407 2.080 -1.337
H 1.521 -1.124 -3.307
H 2.772 -0.362 -4.205
H 3.128 -1.574 -2.992
H 2.021 -1.224 -0.651
```

Output
Frontier orbital gap ... 9.35 eV
Structure (SMILES) ... Cc1c[nH]cn1.CC(C)C
Energy ... -11534.9369 eV

Löwdin atomic charge list, values in e, 2 entries: C -0.04; C -0.17

(7)
Density functional theory data (ωB97M-V/def2-TZVPD) for an isolated molecule of C8H16N2.

The geometry in XYZ format:
```
26
C8H16N2 (ωB97M-V/def2-TZVPD)
C 2.907 -0.407 -0.246
C 1.871 0.203 -0.101
C 4.106 -1.261 -0.302
C -2.087 -1.362 -0.932
C -1.030 -0.977 1.270
C -2.479 0.913 0.358
C 0.726 2.333 0.111
C -1.548 -0.283 0.039
N -0.469 0.152 -0.823
N 0.705 0.899 0.129
H 4.835 -0.874 0.421
H 3.662 -2.346 -0.234
H 4.717 -1.137 -1.347
H -1.324 -2.009 -1.076
H -2.725 -2.028 -0.260
H -2.535 -0.984 -1.880
H -0.305 -1.740 0.880
H -1.898 -1.204 1.914
H -0.551 -0.181 1.926
H -2.025 1.608 1.113
H -2.478 1.426 -0.517
H -3.462 0.666 0.567
H 1.115 2.531 1.176
H 1.409 2.840 -0.550
H -0.265 2.525 -0.047
H -0.874 0.698 -1.586
```

Output
Frontier orbital gap ... 8.79 eV
Structure (SMILES) ... CC#CN(C)NC(C)(C)C
Energy ... -11530.0460 eV

Löwdin atomic charge list, values in e, 2 entries: C -0.11; C -0.10

(8)
Density functional theory data (ωB97M-V/def2-TZVPD) for an isolated molecule of C8H16N2.

The geometry in XYZ format:
```
26
C8H16N2 (ωB97M-V/def2-TZVPD)
N -0.080 -0.893 1.985
C -0.228 -0.436 0.810
N -0.038 -0.720 -0.544
C 0.618 1.293 -1.794
C 2.032 -1.940 -1.273
C -0.040 1.758 2.217
C -2.256 0.513 1.912
C -0.477 0.233 -1.598
C 0.530 -2.061 -0.900
C -0.740 0.482 1.803
H 0.391 1.815 -2.750
H 1.627 0.861 -1.882
H 0.618 2.004 -0.970
H 2.201 -1.491 -2.248
H 2.484 -2.946 -1.279
H 2.570 -1.397 -0.483
H 0.201 1.666 3.298
H -0.657 2.652 2.042
H 0.866 1.828 1.606
H -2.724 -0.305 1.339
H -2.672 1.481 1.554
H -2.543 0.395 2.948
H -0.595 -0.285 -2.585
H -1.457 0.725 -1.382
H -0.033 -2.460 -1.752
H 0.405 -2.770 -0.075
```

Output
Frontier orbital gap ... 9.43 eV
Structure (SMILES) ... CCN(CC)C1=NC1(C)C
Energy ... -11533.9343 eV

Löwdin atomic charge list, values in e, 2 entries: N 0.21; C -0.34